{"formula": "C75H167N9O13", "method": "wB97M-V/def2-TZVPD", "de_lowest_kj_mol": 0.0, "energy_ha": -4428.3672, "smiles": "CC1(C)CCCC(C)(C)N1O.CC1(C)CCCC(C)(C)N1O.CC1(C)CCCC(C)(C)N1O.CC1(C)CCCC(C)(C)N1O.CC1(C)CCCC(C)(C)N1O.CC1(C)CCCC(C)(C)N1O.CC1(C)CCCC(C)(C)N1O.COC[C@H](C)N.COC[C@H](C)N.OCCO.OCCO", "symbols": ["C", "C", "C", "O", "C", "N", "H", "H", "H", "H", "H", "H", "H", "H", "H", "H", "H", "C", "C", "C", "O", "C", "N", "H", "H", "H", "H", "H", "H", "H", "H", "H", "H", "H", "C", "C", "C", "C", "C", "C", "N", "O", "C", "C", "C", "H", "H", "H", "H", "H", "H", "H", "H", "H", "H", "H", "H", "H", "H", "H", "H", "H", "H", "H", "C", "C", "C", "C", "C", "C", "N", "O", "C", "C", "C", "H", "H", "H", "H", "H", "H", "H", "H", "H", "H", "H", "H", "H", "H", "H", "H", "H", "H", "H", "C", "C", "C", "C", "C", "C", "N", "O", "C", "C", "C", "H", "H", "H", "H", "H", "H", "H", "H", "H", "H", "H", "H", "H", "H", "H", "H", "H", "H", "H", "C", "C", "C", "C", "C", "C", "N", "O", "C", "C", "C", "H", "H", "H", "H", "H", "H", "H", "H", "H", "H", "H", "H", "H", "H", "H", "H", "H", "H", "H", "C", "C", "C", "C", "C", "C", "N", "O", "C", "C", "C", "H", "H", "H", "H", "H", "H", "H", "H", "H", "H", "H", "H", "H", "H", "H", "H", "H", "H", "H", "C", "C", "C", "C", "C", "C", "N", "O", "C", "C", "C", "H", "H", "H", "H", "H", "H", "H", "H", "H", "H", "H", "H", "H", "H", "H", "H", "H", "H", "H", "C", "C", "C", "C", "C", "C", "N", "O", "C", "C", "C", "H", "H", "H", "H", "H", "H", "H", "H", "H", "H", "H", "H", "H", "H", "H", "H", "H", "H", "H", "C", "C", "O", "O", "H", "H", "H", "H", "H", "H", "C", "C", "O", "O", "H", "H", "H", "H", "H", "H"], "coordinates": [[16.18707, 18.74092, 15.48186], [14.92764, 19.08866, 14.69425], [14.78282, 18.07961, 13.56172], [14.45764, 16.80514, 14.14732], [14.23699, 15.81210, 13.16594], [13.67240, 19.14480, 15.49074], [17.03849, 18.74513, 14.80305], [16.22651, 17.82881, 16.05001], [16.32428, 19.45301, 16.29532], [14.97753, 20.03050, 14.15499], [15.72854, 17.93862, 13.03496], [13.98775, 18.44025, 12.90961], [15.15230, 15.54086, 12.60311], [13.51163, 16.17591, 12.40847], [13.86134, 14.96331, 13.71117], [12.97595, 19.56661, 14.89029], [13.26831, 18.21180, 15.61533], [9.44715, 16.64190, 13.70912], [10.63769, 17.55223, 13.40384], [10.97906, 17.64876, 11.85933], [9.87274, 18.33957, 11.27175], [9.04390, 17.56255, 10.48490], [10.65002, 18.83803, 13.95726], [9.78015, 15.61863, 13.55035], [8.56675, 16.89344, 13.09919], [9.20889, 16.67668, 14.78283], [11.56378, 17.06941, 13.79973], [11.15090, 16.63899, 11.49954], [11.87509, 18.27624, 11.76670], [8.45059, 16.87522, 11.07116], [9.51602, 16.95665, 9.69709], [8.40744, 18.30894, 10.00305], [10.07268, 19.49196, 13.42484], [10.19745, 18.79283, 14.87131], [12.26617, 25.28589, 16.77028], [12.34056, 23.89058, 16.11496], [12.37494, 24.06330, 14.53830], [13.75532, 24.48670, 14.11624], [14.78348, 23.53797, 14.64224], [14.77016, 23.37459, 16.18521], [13.43048, 23.01420, 16.49939], [13.35694, 22.89779, 17.91949], [15.62554, 22.15928, 16.51318], [15.33593, 24.63168, 16.86068], [11.03720, 23.11792, 16.44126], [12.97144, 25.97180, 16.30329], [12.33519, 25.21081, 17.85361], [11.24689, 25.65364, 16.65612], [12.14447, 23.08370, 14.13125], [11.53840, 24.72769, 14.31092], [13.95774, 25.50771, 14.43026], [13.66551, 24.40505, 13.03309], [15.75967, 23.88594, 14.36649], [14.64658, 22.53656, 14.21371], [15.26632, 21.95767, 17.51550], [15.28685, 21.39223, 15.83520], [16.68093, 22.42315, 16.45370], [15.29836, 24.59685, 17.93065], [16.39558, 24.55789, 16.63758], [14.95960, 25.54514, 16.42848], [10.77306, 23.27745, 17.48838], [11.28834, 22.05848, 16.38080], [10.19411, 23.39151, 15.79294], [13.13700, 21.95291, 18.10753], [10.19781, 12.04159, 11.78116], [11.63206, 11.82163, 12.28230], [11.71548, 10.28799, 12.67321], [13.14275, 9.73813, 12.80682], [13.89654, 10.00424, 11.50762], [13.92563, 11.56046, 11.21010], [12.50597, 11.98406, 11.12202], [12.40358, 13.25932, 10.61949], [14.80760, 12.32136, 12.28327], [14.60661, 11.76416, 9.83280], [11.88873, 12.82782, 13.42941], [10.02207, 13.10393, 11.50460], [9.50763, 11.83640, 12.61225], [10.05685, 11.38289, 10.94833], [11.19989, 10.20639, 13.62995], [11.13378, 9.67008, 11.98525], [13.07169, 8.65481, 12.93348], [13.63042, 10.11123, 13.73321], [13.49782, 9.47300, 10.63698], [14.88970, 9.53177, 11.54368], [14.63532, 11.86269, 13.25716], [15.82572, 12.08997, 11.95455], [14.51561, 13.38111, 12.14648], [15.50579, 11.13802, 9.84853], [13.96588, 11.32845, 9.04391], [14.71772, 12.82335, 9.63573], [11.02242, 12.91948, 14.13386], [12.01474, 13.82373, 13.00639], [12.72310, 12.54983, 14.05266], [12.07096, 13.20021, 9.67996], [19.84962, 15.58132, 12.05128], [20.57880, 14.83355, 10.90736], [20.87516, 13.33317, 11.36749], [19.58163, 12.51012, 11.23389], [19.02400, 12.57694, 9.83788], [18.67118, 14.01227, 9.37077], [19.92954, 14.72045, 9.57168], [19.70319, 16.06712, 9.15581], [18.33587, 14.04497, 7.84606], [17.44291, 14.55544, 10.04793], [21.97679, 15.50570, 10.77824], [20.59313, 15.71915, 12.82285], [18.96550, 15.06311, 12.41077], [19.58872, 16.62465, 11.73812], [21.61655, 12.94191, 10.66675], [21.31921, 13.37701, 12.34374], [18.89198, 12.79869, 12.01920], [19.77002, 11.48812, 11.50104], [18.13236, 11.97869, 9.74816], [19.75038, 12.19411, 9.10886], [19.17603, 13.56771, 7.35247], [17.38750, 13.56554, 7.69152], [18.30060, 15.07280, 7.47358], [17.47296, 14.42793, 11.11470], [17.43220, 15.62324, 9.76823], [16.54488, 14.03035, 9.69899], [22.56258, 15.44028, 11.70321], [21.86178, 16.59626, 10.61892], [22.60457, 15.10862, 9.98254], [20.10770, 16.20145, 8.29297], [21.76168, 20.10639, 20.06294], [20.68531, 19.18332, 19.46105], [19.31166, 19.89755, 19.34435], [19.26359, 20.95406, 18.26543], [19.54296, 20.23309, 16.95141], [20.93926, 19.58444, 16.91417], [20.99345, 18.70042, 18.08937], [22.27806, 18.10044, 18.13364], [21.01543, 18.67266, 15.65848], [22.08423, 20.61491, 16.85959], [20.53890, 17.97040, 20.31736], [21.60841, 20.21260, 21.13338], [21.87002, 21.10900, 19.65785], [22.72392, 19.59160, 20.02563], [18.63424, 19.10547, 18.99490], [19.02776, 20.25592, 20.34493], [19.99563, 21.76436, 18.36408], [18.28032, 21.45442, 18.23597], [19.51048, 20.90078, 16.05993], [18.84994, 19.40043, 16.80996], [22.02371, 18.30585, 15.66503], [20.35424, 17.82024, 15.76050], [20.77590, 19.32386, 14.83875], [23.08836, 20.23785, 16.86818], [21.90942, 21.09655, 15.87940], [21.98546, 21.38825, 17.62562], [19.91018, 17.22821, 19.83392], [20.03234, 18.27696, 21.22152], [21.56460, 17.60437, 20.46549], [22.15002, 17.15377, 18.32991], [16.78484, 23.15254, 10.94618], [18.19116, 22.65587, 10.66204], [19.03623, 22.16442, 11.93761], [18.73252, 20.71166, 12.38933], [18.83000, 19.74370, 11.21904], [17.85312, 20.23341, 10.04437], [18.32270, 21.60899, 9.68182], [17.76232, 21.96108, 8.49073], [18.02590, 19.29497, 8.79387], [16.42045, 20.05493, 10.49012], [18.93265, 23.84843, 10.13832], [16.18312, 22.41660, 11.45794], [16.31698, 23.41675, 10.00501], [16.74137, 24.08285, 11.51939], [20.07131, 22.36623, 11.63442], [18.86188, 22.91644, 12.73690], [17.80103, 20.65631, 12.99481], [19.51612, 20.50753, 13.14471], [18.58573, 18.68768, 11.40462], [19.83492, 19.77402, 10.76056], [17.20926, 19.40216, 8.07791], [19.04517, 19.41096, 8.38403], [17.96060, 18.27093, 9.15708], [16.22525, 20.48853, 11.46082], [15.67868, 20.43754, 9.76418], [16.16834, 18.99456, 10.60248], [19.98034, 23.55120, 10.01546], [18.94364, 24.61130, 10.92590], [18.54585, 24.28356, 9.21417], [18.44402, 21.86570, 7.83912], [18.48281, 14.47635, 19.17166], [18.53603, 14.49871, 17.68730], [20.03351, 14.24742, 17.30374], [20.25770, 13.93625, 15.86788], [19.36004, 12.73088, 15.50755], [17.87868, 13.06404, 15.71760], [17.77686, 13.38875, 17.14428], [16.47749, 13.45821, 17.62354], [17.34065, 14.07673, 14.70659], [17.04824, 11.72220, 15.52118], [18.04587, 15.87678, 17.27991], [17.53086, 14.85686, 19.59680], [19.26789, 15.12663, 19.56998], [18.55592, 13.44147, 19.52337], [20.56804, 15.19703, 17.59832], [20.46307, 13.52341, 17.97552], [21.28366, 13.55536, 15.75413], [20.06862, 14.75490, 15.16071], [19.66175, 11.86996, 16.08997], [19.50862, 12.43755, 14.46495], [16.40260, 14.49003, 15.05486], [17.98121, 14.95002, 14.57116], [17.18550, 13.68563, 13.69370], [16.01766, 11.80996, 15.86767], [17.06660, 11.40452, 14.46084], [17.61913, 10.96575, 16.03695], [18.50215, 16.68870, 17.86742], [16.99687, 15.85290, 17.46473], [18.19601, 16.08104, 16.21246], [16.03162, 14.24688, 17.27291], [13.18455, 22.12994, 8.97283], [12.35043, 22.16878, 10.24767], [12.14781, 23.58522, 10.78537], [11.27226, 24.44772, 9.86608], [9.90058, 23.85054, 9.72962], [10.02123, 22.40142, 9.20537], [10.96392, 21.72511, 10.08095], [11.02476, 20.35856, 9.62529], [8.66508, 21.76435, 9.43638], [10.25864, 22.28384, 7.71158], [12.96086, 21.30449, 11.29344], [12.69319, 22.73280, 8.20222], [13.14607, 21.08714, 8.66475], [14.15506, 22.49991, 9.26774], [11.73672, 23.52970, 11.79051], [13.01775, 24.19996, 10.96813], [11.68088, 24.46364, 8.84202], [11.21769, 25.47041, 10.21428], [9.20260, 24.41345, 9.10559], [9.33109, 23.82647, 10.68126], [8.62315, 20.84619, 8.83300], [8.55714, 21.52957, 10.52445], [7.83769, 22.41897, 9.10640], [11.01703, 22.99626, 7.34888], [10.63363, 21.29510, 7.48471], [9.33838, 22.48305, 7.20584], [12.42535, 21.40289, 12.24891], [13.95698, 21.70203, 11.51813], [13.02889, 20.27932, 10.97108], [10.44574, 19.82976, 10.18347], [11.07447, 18.95251, 19.03138], [11.39538, 20.02495, 18.01938], [12.77615, 20.20188, 18.05214], [9.66769, 18.67383, 18.95121], [11.30130, 19.30874, 20.02883], [11.71437, 18.06369, 18.90072], [10.87363, 20.93198, 18.32502], [11.05953, 19.64194, 17.04945], [13.20887, 19.92484, 17.18706], [9.32163, 18.00562, 19.54307], [13.89332, 16.58034, 18.32852], [14.61653, 17.43187, 19.31549], [15.81181, 16.75462, 19.77937], [13.29388, 15.45783, 18.98365], [14.57508, 16.27993, 17.53555], [13.09068, 17.15696, 17.84705], [13.94787, 17.63543, 20.14676], [14.81501, 18.34094, 18.72861], [15.92322, 17.04000, 20.68847], [14.05340, 15.10058, 19.46536]], "forces_ev_per_a": [[-0.06, 1.25, 0.61], [-0.45, -1.53, -0.11], [-0.04, -0.86, 0.86], [-0.03, 0.64, -0.49], [0.11, 0.67, -0.42], [0.08, -0.12, 0.11], [0.18, 0.15, 0.11], [-0.63, -0.96, -0.34], [0.29, 0.52, -0.27], [0.52, 0.47, 0.37], [0.02, 0.34, -0.36], [-0.16, -0.29, -0.41], [-0.13, 0.12, 0.37], [0.07, -0.33, 0.34], [-0.17, -0.44, -0.10], [-0.31, 0.39, -0.11], [0.63, -0.03, -0.02], [0.29, 0.20, 0.16], [2.08, -2.11, -1.65], [-0.95, 0.62, 2.42], [1.52, -0.03, -0.07], [-1.02, 0.05, -1.07], [-0.92, 2.18, 1.03], [-0.28, -0.24, -0.37], [0.22, -0.16, 0.42], [-0.13, 0.25, -0.30], [-0.53, -0.19, 0.01], [-0.15, -0.04, -0.55], [-0.19, -0.19, -0.21], [-0.36, -0.19, 0.22], [0.43, 0.33, 0.18], [-0.33, -0.43, -0.14], [0.13, -0.19, -0.03], [0.24, 0.21, -0.06], [-0.38, -0.58, -0.02], [-1.55, 0.30, -1.42], [-0.14, -0.47, 2.63], [-1.11, 0.05, -0.92], [0.14, -0.34, 0.65], [0.68, 0.71, -1.64], [-0.99, -0.42, 1.04], [-0.26, -0.34, 0.65], [-0.78, 0.97, 0.37], [0.75, -0.81, -0.73], [0.59, 0.06, 0.47], [-0.13, 0.18, 0.43], [0.71, 0.04, 0.04], [-0.04, 0.19, -0.50], [-0.04, -0.25, -0.25], [0.30, 0.19, -0.34], [0.09, 0.18, -0.24], [0.83, 0.53, -0.25], [0.76, 0.08, -0.27], [-0.08, 0.15, -0.08], [0.81, -0.67, 0.38], [0.39, -0.46, 0.00], [0.03, -0.44, 0.00], [-0.55, 0.12, 0.59], [0.36, 0.44, -0.14], [-0.12, 0.29, 0.21], [-0.21, 0.14, -0.04], [-0.34, -0.01, -0.44], [0.28, -0.07, 0.14], [0.14, 0.42, -0.40], [0.16, 1.04, 0.88], [-0.56, -0.80, -0.02], [0.24, 1.12, 0.82], [-0.63, -0.39, -0.26], [0.60, 0.91, 0.17], [0.60, -0.95, 0.15], [0.55, -1.81, -0.14], [-0.26, 1.85, -1.59], [-1.13, -0.89, -1.67], [-1.29, -0.98, 0.35], [-0.89, -0.30, 0.42], [0.18, -0.67, -0.04], [0.05, -0.22, -0.37], [-0.49, -0.24, -0.52], [-0.06, -0.06, 0.18], [0.17, 0.27, -0.29], [-0.01, -0.02, 0.17], [-0.07, 0.00, -0.76], [-0.74, 0.24, 0.20], [0.22, 0.74, 0.30], [0.09, 0.68, 0.10], [0.10, 0.53, 0.36], [0.61, -0.51, 0.63], [0.22, 0.70, -0.15], [0.13, 0.24, 0.25], [0.53, 0.03, -0.13], [0.46, -0.34, -0.69], [0.24, -0.03, -0.04], [0.49, 0.08, 0.09], [0.50, -0.23, 1.55], [-0.10, 0.88, -1.26], [1.09, -1.54, 0.75], [-1.15, 1.19, -1.63], [0.89, 0.19, 0.79], [-0.33, 0.61, -0.86], [0.13, -1.29, -0.34], [0.67, 1.46, -0.04], [-0.20, 0.90, 0.21], [1.38, 0.26, 1.01], [-0.10, 0.71, 0.04], [-0.45, 0.98, -0.17], [-0.01, -0.19, 0.56], [0.06, 0.05, 0.15], [-0.03, -0.90, 0.07], [0.06, -0.06, 0.05], [0.00, -0.19, 0.64], [-0.53, 0.47, -0.05], [0.32, -0.79, -0.05], [-0.43, -0.41, -0.01], [0.00, -0.09, 0.25], [-0.15, -0.35, -0.47], [-0.26, -0.40, -0.34], [-0.26, -0.14, 0.20], [-0.02, 0.18, 0.59], [-0.52, -0.32, 0.40], [0.24, 0.29, -0.08], [-0.34, -0.33, 0.00], [-0.01, -0.50, -0.15], [-0.23, -0.18, -0.18], [0.24, -0.41, 0.07], [0.35, -0.53, 0.48], [-0.48, 1.84, -1.40], [0.47, -0.47, 0.26], [-0.19, 0.40, -0.64], [0.72, 0.40, -0.71], [0.13, -0.63, 0.71], [-0.30, -0.68, 0.40], [0.68, -0.54, -0.05], [0.19, 0.75, 1.67], [-1.41, 0.84, -0.90], [0.42, -0.15, 0.05], [-0.41, 0.12, 0.23], [-0.20, -0.12, -0.23], [0.07, 0.14, -0.38], [-0.27, 0.13, 0.49], [-0.07, -0.08, -0.31], [-0.03, -0.15, 0.36], [0.25, -0.29, 0.03], [-0.30, -0.28, 0.56], [-0.26, 0.18, -0.08], [0.54, -0.23, -0.65], [-0.38, 0.01, -0.11], [0.03, -0.15, -0.82], [0.32, -0.57, 0.11], [0.43, 0.17, 0.34], [0.05, -0.15, -0.15], [0.06, -0.15, -0.15], [0.25, -0.18, 0.61], [-0.53, -0.35, 0.54], [-0.24, 0.60, -0.30], [-0.55, -0.09, 0.24], [0.76, 0.29, 1.31], [-1.48, 0.88, -0.83], [1.01, 0.64, 1.00], [-0.87, 0.58, -1.80], [1.20, -0.95, 0.02], [0.60, -2.37, 1.23], [-1.84, 0.99, -1.24], [0.56, 0.33, 1.21], [-1.07, 0.02, -0.15], [1.26, 0.74, 0.24], [-0.31, -0.03, 0.12], [-0.23, -0.22, -0.33], [0.40, -0.17, 0.20], [-0.02, -0.80, 0.17], [-0.17, -0.60, -0.20], [0.25, 0.03, -0.75], [-0.24, -0.29, -0.29], [0.04, 0.35, 0.38], [-0.22, -0.01, 0.41], [0.36, 0.36, -0.14], [-0.56, 0.08, -0.22], [0.08, -0.17, 0.10], [-0.13, 0.22, 0.18], [0.42, 0.13, 0.28], [0.30, -0.07, -0.11], [-0.08, 0.21, -0.43], [-0.10, 0.09, -0.23], [-0.08, -0.18, 0.16], [0.61, -0.04, -0.44], [-0.92, -0.29, 1.72], [1.83, 0.17, -0.59], [-0.34, 2.61, 0.94], [0.17, -1.71, -0.79], [-0.03, 0.87, -0.80], [-0.74, -1.87, -0.34], [0.20, 0.03, -0.01], [-1.13, -0.26, 0.06], [0.32, 0.84, -0.06], [1.03, 0.82, -0.61], [0.63, 0.21, -1.02], [0.42, -0.12, -0.48], [0.06, -0.34, 0.07], [0.38, 0.19, 0.12], [-0.41, -0.63, -0.36], [-0.03, -0.75, 0.05], [-0.04, 0.56, -0.24], [0.18, 0.00, 0.38], [-0.14, -0.17, 0.41], [-0.02, 0.11, -0.15], [-0.51, 0.00, 0.00], [0.16, -0.08, 0.09], [-0.04, -0.35, 0.33], [0.22, -0.07, 0.05], [-0.10, 0.42, 0.33], [-0.30, -0.42, 0.56], [-0.14, -0.34, -0.14], [-0.93, 0.59, 0.20], [0.07, 0.11, 0.26], [0.11, 0.01, -0.13], [-1.12, -0.06, 0.35], [-1.00, 1.27, -0.27], [-0.11, 1.12, -0.10], [-0.21, -0.29, -0.31], [-0.76, -0.50, 0.28], [-0.95, 1.02, 0.42], [-0.33, -1.70, 0.18], [0.41, 0.15, -0.55], [-0.57, -0.77, 0.60], [1.48, 0.82, -0.02], [0.77, 0.47, 1.31], [0.67, -0.07, 0.15], [0.60, -0.01, -0.31], [0.53, -0.09, -0.52], [-0.60, -0.17, 0.04], [1.04, -0.43, -0.33], [0.25, 0.22, 0.40], [0.11, 0.29, 0.15], [0.36, 0.09, -0.49], [0.66, -0.17, -0.06], [-0.27, 0.05, 0.38], [-0.13, 0.11, -0.84], [0.42, -0.20, 0.17], [-0.40, -0.13, -0.02], [-0.15, -0.29, -0.14], [-0.55, 0.04, -0.51], [-0.20, -0.33, -0.30], [0.15, -0.22, -0.16], [0.08, -0.39, 0.02], [-0.09, 0.06, 0.55], [-0.76, -0.85, 0.89], [-0.49, -1.13, 0.27], [1.50, 0.29, -0.80], [0.12, 0.43, -0.84], [0.18, 0.31, 0.35], [-0.47, 0.18, -0.30], [-0.04, 0.10, -0.40], [-0.13, 0.46, -0.10], [-0.48, 0.20, 0.60], [0.57, -0.13, 0.28], [-0.84, -0.49, 0.14], [0.32, 0.31, -0.72], [-0.90, 0.43, -0.29], [0.67, 0.17, -0.34], [0.22, -0.23, -0.23], [0.25, -0.16, 0.20], [-0.02, 0.25, 0.14], [0.49, 0.21, 0.68], [0.27, -0.08, 0.09], [-0.32, -0.41, 0.15]], "lowdin_charge": [-0.04, -0.38, -0.19, -0.20, -0.11, 0.08, 0.08, 0.06, 0.06, 0.12, 0.12, 0.11, 0.09, 0.09, 0.07, 0.06, 0.08, -0.03, -0.46, -0.14, -0.22, -0.12, 0.05, 0.07, 0.07, 0.08, 0.12, 0.12, 0.11, 0.07, 0.10, 0.10, 0.09, 0.08, -0.02, -0.49, -0.13, -0.18, -0.13, -0.53, -0.09, -0.05, -0.01, -0.01, -0.03, 0.06, 0.08, 0.08, 0.10, 0.12, 0.11, 0.09, 0.11, 0.11, 0.09, 0.05, 0.09, 0.08, 0.08, 0.06, 0.08, 0.06, 0.09, 0.07, -0.05, -0.50, -0.12, -0.18, -0.13, -0.46, -0.14, -0.05, -0.01, -0.04, -0.03, 0.08, 0.09, 0.07, 0.11, 0.12, 0.11, 0.11, 0.12, 0.12, 0.05, 0.07, 0.07, 0.08, 0.09, 0.06, 0.10, 0.06, 0.06, 0.14, -0.02, -0.46, -0.10, -0.18, -0.12, -0.52, -0.06, -0.06, -0.01, -0.03, -0.05, 0.07, 0.05, 0.08, 0.12, 0.10, 0.08, 0.10, 0.11, 0.12, 0.08, 0.08, 0.08, 0.05, 0.09, 0.07, 0.08, 0.08, 0.08, 0.11, -0.02, -0.53, -0.13, -0.17, -0.14, -0.51, -0.09, -0.04, -0.01, -0.02, -0.04, 0.08, 0.07, 0.08, 0.11, 0.13, 0.11, 0.11, 0.13, 0.10, 0.07, 0.07, 0.06, 0.08, 0.09, 0.06, 0.06, 0.09, 0.09, 0.10, -0.03, -0.53, -0.09, -0.18, -0.11, -0.45, -0.12, -0.01, -0.03, -0.05, -0.06, 0.04, 0.08, 0.09, 0.11, 0.12, 0.10, 0.09, 0.10, 0.12, 0.08, 0.09, 0.06, 0.05, 0.09, 0.09, 0.09, 0.09, 0.09, 0.10, -0.05, -0.53, -0.13, -0.17, -0.13, -0.47, -0.10, -0.01, -0.02, -0.01, -0.02, 0.08, 0.07, 0.10, 0.12, 0.12, 0.12, 0.10, 0.12, 0.11, 0.08, 0.06, 0.07, 0.08, 0.08, 0.07, 0.09, 0.04, 0.07, 0.08, 0.00, -0.53, -0.13, -0.17, -0.14, -0.55, -0.06, -0.05, -0.05, -0.03, -0.03, 0.06, 0.09, 0.07, 0.10, 0.11, 0.11, 0.11, 0.12, 0.13, 0.08, 0.10, 0.09, 0.07, 0.08, 0.08, 0.09, 0.07, 0.07, 0.06, -0.23, -0.26, -0.12, -0.06, 0.12, 0.10, 0.12, 0.12, 0.07, 0.08, -0.26, -0.22, -0.07, -0.05, 0.10, 0.10, 0.13, 0.11, 0.09, 0.08]}